1.
C4H8NO3S | ωB97M-V with the def2-TZVPD basis set

CARTESIAN COORDINATES (ANGSTROEM)
1 C -0.02 -0.89 1.40
2 C 1.63 -0.43 0.40
3 C 0.93 -0.19 -0.97
4 C -0.95 -0.67 0.18
5 N -1.42 0.84 0.35
6 O -0.92 -3.13 2.62
7 O 1.57 -2.78 2.35
8 O -0.44 -0.73 -1.07
9 S 0.24 -2.47 1.99
10 H 1.92 0.42 1.00
11 H 2.09 -1.39 0.55
12 H 0.73 0.86 -1.21
13 H 1.46 -0.67 -1.78
14 H -1.78 -1.31 0.29
15 H -0.43 1.14 0.64
16 H -2.10 1.07 1.07
17 H -1.87 1.18 -0.53

Calculated values
Frontier orbital gap (alpha / beta) (Eh): 0.323 / 0.323
Net charge: +1
Relative energy (zero: lowest compared OMol25 entry of this formula, charge and spin) (kJ/mol): 0.8
2S+1: 1
Molar mass (g/mol): 150.18
Lowest unoccupied orbital energy (alpha / beta) (eV): -5.579 / -5.579

=====

2.
C4H8NO6S2 | ωB97M-V with the def2-TZVPD basis set

CARTESIAN COORDINATES (ANGSTROEM)
1 C -0.76 0.72 0.93
2 C -0.50 -0.84 -0.88
3 C 0.72 0.93 0.93
4 C 1.01 -0.66 -0.75
5 N -1.05 -0.66 0.48
6 O -4.10 0.99 1.00
7 O -2.01 -2.94 0.24
8 O -2.85 1.21 -1.06
9 O -3.59 -1.08 -0.33
10 O 1.43 0.63 -0.24
11 O -5.16 0.79 -1.22
12 S -2.37 -1.60 0.75
13 S -3.97 0.59 -0.41
14 H -1.17 0.73 1.93
15 H -1.32 1.38 0.25
16 H -1.00 -0.36 -1.76
17 H -0.75 -1.93 -1.16
18 H 1.14 1.92 1.23
19 H 1.31 0.30 1.69
20 H 1.30 -1.54 -0.10
21 H 1.39 -0.84 -1.76

Calculated values
Frontier orbital gap (Eh): 0.330
Net charge: -1
Relative energy (zero: lowest compared OMol25 entry of this formula, charge and spin) (kJ/mol): 152.0
2S+1: 1
Molar mass (g/mol): 230.24
Lowest unoccupied orbital energy (eV): 3.240

=====

3.
C4H8NOS | ωB97M-V with the def2-TZVPD basis set

CARTESIAN COORDINATES (ANGSTROEM)
1 C 1.73 -0.44 -0.15
2 N 0.91 -0.93 0.95
3 C -0.36 -0.53 1.28
4 O -0.90 -0.89 2.30
5 C -1.20 -0.04 0.04
6 C -1.04 1.26 -0.79
7 S 0.08 1.52 -2.19
8 H 2.75 -0.27 0.21
9 H 1.60 -1.01 -1.07
10 H 1.42 0.57 -0.46
11 H 1.35 -1.65 1.49
12 H -1.06 -0.90 -0.62
13 H -2.23 -0.14 0.39
14 H -0.99 2.12 -0.11
15 H -2.04 1.34 -1.27

Calculated values
Frontier orbital gap (Eh): 0.232
Net charge: -1
Relative energy (zero: lowest compared OMol25 entry of this formula, charge and spin) (kJ/mol): 97.5
2S+1: 1
Molar mass (g/mol): 118.18
Lowest unoccupied orbital energy (eV): 3.793

=====

4.
C4H8NOS | ωB97M-V with the def2-TZVPD basis set

CARTESIAN COORDINATES (ANGSTROEM)
1 O -1.60 -1.69 -1.66
2 C -0.63 -1.20 -1.03
3 N -0.78 0.12 -0.52
4 C 0.29 0.76 0.39
5 C -0.34 1.75 1.37
6 S 1.02 2.46 2.39
7 C 0.73 -1.79 -1.03
8 H -1.55 0.50 -0.94
9 H 1.13 1.09 -0.28
10 H 0.77 0.01 1.16
11 H -0.89 1.14 2.10
12 H -1.04 2.54 1.00
13 H 1.40 -0.92 -1.18
14 H 0.74 -2.18 -0.05
15 H 0.74 -2.59 -1.70

Calculated values
Frontier orbital gap (alpha / beta) (Eh): 0.382 / 0.260
Net charge: 0
Relative energy (zero: lowest compared OMol25 entry of this formula, charge and spin) (kJ/mol): 89.2
2S+1: 2
Molar mass (g/mol): 118.18
Expectation value of S²: 0.75
Lowest unoccupied orbital energy (alpha / beta) (eV): 0.764 / -2.327

=====

5.
C4H8NOS | ωB97M-V with the def2-TZVPD basis set

CARTESIAN COORDINATES (ANGSTROEM)
1 C 0.02 1.60 1.01
2 C 0.52 0.05 -0.95
3 C -1.68 0.37 0.02
4 C 1.62 -0.93 -0.20
5 N -0.29 0.83 0.04
6 O 0.06 -0.04 -2.05
7 S 0.57 -2.27 0.46
8 H -0.69 2.06 1.76
9 H 1.09 1.91 1.06
10 H -2.23 0.77 0.85
11 H -1.68 -0.60 -0.20
12 H -2.21 0.66 -0.80
13 H 2.05 -0.25 0.68
14 H 2.38 -1.05 -0.98
15 H 0.48 -3.11 -0.69

Calculated values
Frontier orbital gap (alpha / beta) (Eh): 0.239 / 0.226
Net charge: +1
Relative energy (zero: lowest compared OMol25 entry of this formula, charge and spin) (kJ/mol): 184.7
2S+1: 3
Molar mass (g/mol): 118.18
Expectation value of S²: 2.02
Lowest unoccupied orbital energy (alpha / beta) (eV): -4.357 / -8.722

=====

6.
C4H8NS | ωB97M-V with the def2-TZVPD basis set

CARTESIAN COORDINATES (ANGSTROEM)
1 C -1.48 1.28 -2.97
2 C -0.16 0.39 -1.68
3 C 0.19 0.10 -0.22
4 C -0.20 -0.72 2.11
5 N -0.44 -0.68 0.58
6 S -0.62 2.36 -3.86
7 H -0.34 -0.57 -2.03
8 H 0.76 0.77 -2.05
9 H 1.01 0.61 0.14
10 H -1.07 -0.20 2.50
11 H -0.02 -1.70 2.35
12 H 0.65 -0.13 2.30
13 H -1.34 -1.19 0.27
14 H 0.50 2.26 -3.24

Calculated values
Frontier orbital gap (Eh): 0.302
Net charge: +1
Relative energy (zero: lowest compared OMol25 entry of this formula, charge and spin) (kJ/mol): 475.8
2S+1: 1
Molar mass (g/mol): 102.18
Lowest unoccupied orbital energy (eV): -5.030

=====

7.
C4H8NS | ωB97M-V with the def2-TZVPD basis set

CARTESIAN COORDINATES (ANGSTROEM)
1 C 1.01 1.25 -0.16
2 N -0.21 0.54 0.18
3 S -1.42 1.48 1.27
4 C -0.08 -0.90 0.53
5 C 0.36 -1.38 -0.82
6 C -0.87 -0.52 -0.59
7 H 1.87 0.78 0.20
8 H 1.12 1.57 -1.25
9 H 0.95 2.19 0.46
10 H -2.00 0.33 1.64
11 H 0.04 -1.30 1.49
12 H 0.03 -2.42 -0.98
13 H 1.23 -1.12 -1.26
14 H -2.02 -0.49 -0.73

Calculated values
Frontier orbital gap (Eh): 0.375
Net charge: +1
Relative energy (zero: lowest compared OMol25 entry of this formula, charge and spin) (kJ/mol): 332.1
2S+1: 1
Molar mass (g/mol): 102.18
Lowest unoccupied orbital energy (eV): -4.647

=====

8.
C4H8NS2 | ωB97M-V with the def2-TZVPD basis set

CARTESIAN COORDINATES (ANGSTROEM)
1 C 0.17 -0.08 0.22
2 C 0.87 0.49 -0.75
3 C 2.66 1.38 0.58
4 C 0.78 1.02 -2.10
5 N -1.72 -1.46 2.30
6 S 0.45 -0.12 1.90
7 S 2.20 0.95 2.04
8 H -0.79 -0.33 0.05
9 H 3.44 2.16 0.42
10 H 1.26 0.34 -2.93
11 H 1.27 1.89 -2.13
12 H -0.18 1.25 -2.34
13 H -1.56 -2.05 1.50
14 H -2.59 -0.98 2.18
15 H -1.60 -1.96 3.14

Calculated values
Frontier orbital gap (Eh): 0.308
Net charge: +1
Relative energy (zero: lowest compared OMol25 entry of this formula, charge and spin) (kJ/mol): 441.4
2S+1: 1
Molar mass (g/mol): 134.25
Lowest unoccupied orbital energy (eV): -5.066

=====

9.
C4H8NaO2 | ωB97M-V with the def2-TZVPD basis set

CARTESIAN COORDINATES (ANGSTROEM)
1 H -0.15 -2.12 -0.93
2 C 0.21 -1.21 -0.41
3 H 1.16 -1.54 -0.85
4 H 1.07 -0.75 0.58
5 C 1.78 0.68 -0.87
6 O 1.95 0.58 0.41
7 Na 1.00 1.94 2.14
8 H 1.02 1.37 -1.27
9 H 2.56 0.19 -1.48
10 O -2.36 1.16 0.58
11 C -1.19 0.63 0.72
12 C -1.15 -0.70 0.07
13 H -2.46 1.95 1.14
14 H -1.93 -0.79 -0.71
15 H -1.51 -1.37 0.88

Calculated values
Frontier orbital gap (Eh): 0.304
Net charge: +1
Relative energy (zero: lowest compared OMol25 entry of this formula, charge and spin) (kJ/mol): 669.9
2S+1: 1
Molar mass (g/mol): 111.10
Lowest unoccupied orbital energy (eV): -4.072

=====

10.
C4H8O | ωB97M-V with the def2-TZVPD basis set

CARTESIAN COORDINATES (ANGSTROEM)
1 C 0.42 0.15 1.01
2 C 0.20 1.44 0.79
3 C 0.99 2.36 -0.08
4 H -0.11 -0.42 1.77
5 H 0.84 -0.54 0.29
6 H -0.43 1.93 1.52
7 H 2.05 2.09 -0.16
8 H 0.67 2.23 -1.13
9 H 0.93 3.40 0.21
10 C -1.41 -3.17 -1.07
11 O -0.38 -2.54 -0.99
12 H -2.38 -2.66 -1.03
13 H -1.39 -4.27 -1.13

Calculated values
Frontier orbital gap (Eh): 0.371
Net charge: 0
Relative energy (zero: lowest compared OMol25 entry of this formula, charge and spin) (kJ/mol): 195.4
2S+1: 1
Molar mass (g/mol): 72.11
Lowest unoccupied orbital energy (eV): 0.835

=====

11.
C4H8O | ωB97M-V with the def2-TZVPD basis set

CARTESIAN COORDINATES (ANGSTROEM)
1 C 0.24 -1.73 -0.01
2 C -0.36 -0.50 0.69
3 C 0.02 0.85 -1.16
4 C -0.19 1.92 -0.18
5 O 0.42 0.73 0.49
6 H -0.05 -2.63 0.56
7 H -0.06 -1.87 -1.05
8 H 1.34 -1.69 0.02
9 H -0.31 -0.64 1.76
10 H -1.40 -0.36 0.35
11 H 1.03 0.95 -1.55
12 H 0.49 2.79 -0.16
13 H -1.17 2.18 0.23

Calculated values
Frontier orbital gap (Eh): 0.332
Net charge: 0
Relative energy (zero: lowest compared OMol25 entry of this formula, charge and spin) (kJ/mol): 486.0
2S+1: 1
Molar mass (g/mol): 72.11
Lowest unoccupied orbital energy (eV): 1.133

=====

12.
C4H8O | ωB97M-V with the def2-TZVPD basis set

CARTESIAN COORDINATES (ANGSTROEM)
1 C -0.77 0.41 1.48
2 C -0.60 0.20 -0.01
3 C 0.78 0.45 -0.62
4 C 0.64 -0.99 -1.14
5 O -0.55 -1.20 -0.37
6 H -1.78 0.17 1.80
7 H -0.07 -0.24 2.01
8 H -0.55 1.45 1.74
9 H -1.41 0.70 -0.57
10 H 0.86 1.23 -1.38
11 H 1.56 0.58 0.13
12 H 1.44 -1.70 -0.87
13 H 0.44 -1.06 -2.21

Calculated values
Frontier orbital gap (Eh): 0.396
Net charge: 0
Relative energy (zero: lowest compared OMol25 entry of this formula, charge and spin) (kJ/mol): 101.9
2S+1: 1
Molar mass (g/mol): 72.11
Lowest unoccupied orbital energy (eV): 1.204

=====

13.
C4H8O | ωB97M-V with the def2-TZVPD basis set

CARTESIAN COORDINATES (ANGSTROEM)
1 C 1.35 0.64 -0.03
2 C 0.13 -0.09 0.50
3 C -1.22 0.56 0.15
4 O -1.49 -0.43 -0.86
5 C -0.39 -1.23 -0.41
6 H 2.25 0.01 0.03
7 H 1.54 1.55 0.54
8 H 1.20 0.92 -1.08
9 H 0.26 -0.37 1.55
10 H -1.19 1.57 -0.26
11 H -1.97 0.51 0.96
12 H -0.73 -2.12 0.13
13 H 0.27 -1.54 -1.23

Calculated values
Frontier orbital gap (Eh): 0.395
Net charge: 0
Relative energy (zero: lowest compared OMol25 entry of this formula, charge and spin) (kJ/mol): 114.7
2S+1: 1
Molar mass (g/mol): 72.11
Lowest unoccupied orbital energy (eV): 1.126

=====

14.
C4H8O | ωB97M-V with the def2-TZVPD basis set

CARTESIAN COORDINATES (ANGSTROEM)
1 C 0.01 -2.37 1.37
2 C -0.94 -1.60 0.87
3 O -1.14 -1.52 -0.49
4 H 0.23 -2.54 2.42
5 H 0.61 -3.05 0.77
6 H -1.67 -1.12 1.52
7 H -1.38 -0.61 -0.64
8 C 1.02 1.82 -1.44
9 C 0.45 2.47 -0.41
10 H 0.78 2.00 -2.48
11 H 1.95 1.27 -1.29
12 H -0.19 3.29 -0.72
13 H 0.28 1.96 0.53

Calculated values
Frontier orbital gap (Eh): 0.375
Net charge: 0
Relative energy (zero: lowest compared OMol25 entry of this formula, charge and spin) (kJ/mol): 257.6
2S+1: 1
Molar mass (g/mol): 72.11
Lowest unoccupied orbital energy (eV): 0.929

=====

15.
C4H8O | ωB97M-V with the def2-TZVPD basis set

CARTESIAN COORDINATES (ANGSTROEM)
1 C 0.87 1.14 0.78
2 C -0.31 0.50 0.13
3 C -0.12 -0.57 -1.56
4 C -0.96 -0.57 0.88
5 O 0.02 -1.18 0.05
6 H 0.52 2.07 1.24
7 H 1.34 0.53 1.57
8 H 1.64 1.41 0.05
9 H 0.47 0.25 -1.97
10 H -1.15 -0.49 -1.87
11 H 0.32 -1.52 -1.91
12 H -0.65 -0.72 1.92
13 H -1.99 -0.86 0.68

Calculated values
Frontier orbital gap (Eh): 0.322
Net charge: 0
Relative energy (zero: lowest compared OMol25 entry of this formula, charge and spin) (kJ/mol): 569.3
2S+1: 1
Molar mass (g/mol): 72.11
Lowest unoccupied orbital energy (eV): 1.020

=====

16.
C4H8O | ωB97M-V with the def2-TZVPD basis set

CARTESIAN COORDINATES (ANGSTROEM)
1 C 1.16 -0.44 -1.17
2 C 0.45 0.50 -0.56
3 C 0.94 1.66 0.27
4 H 0.65 -1.19 -1.77
5 H 2.24 -0.43 -1.23
6 H -0.63 0.42 -0.65
7 H 0.46 2.55 -0.13
8 H 2.00 1.77 0.04
9 H 0.87 1.59 1.35
10 C -2.04 -1.60 0.96
11 O -2.27 -0.43 0.99
12 H -1.07 -2.02 0.62
13 H -2.76 -2.38 1.27

Calculated values
Frontier orbital gap (Eh): 0.386
Net charge: 0
Relative energy (zero: lowest compared OMol25 entry of this formula, charge and spin) (kJ/mol): 170.3
2S+1: 1
Molar mass (g/mol): 72.11
Lowest unoccupied orbital energy (eV): 0.885

=====

17.
C4H8O | ωB97M-V with the def2-TZVPD basis set

CARTESIAN COORDINATES (ANGSTROEM)
1 C 1.18 0.69 -0.22
2 C 0.41 -0.63 -0.18
3 C -0.96 -0.52 -0.85
4 C -0.93 0.07 2.57
5 O -1.17 1.15 2.29
6 H 1.32 1.01 -1.26
7 H 0.63 1.49 0.30
8 H 2.17 0.60 0.24
9 H 1.00 -1.42 -0.66
10 H -1.51 -1.47 -0.82
11 H -0.84 -0.24 -1.90
12 H -1.58 0.25 -0.37
13 H 0.29 -0.96 0.86

Calculated values
Frontier orbital gap (Eh): 0.466
Net charge: 0
Relative energy (zero: lowest compared OMol25 entry of this formula, charge and spin) (kJ/mol): 28.5
2S+1: 1
Molar mass (g/mol): 72.11
Lowest unoccupied orbital energy (eV): 1.209

=====

18.
C4H8O | ωB97M-V with the def2-TZVPD basis set

CARTESIAN COORDINATES (ANGSTROEM)
1 C -0.98 -0.68 1.38
2 C -1.62 0.16 0.57
3 O -0.93 0.67 -0.46
4 C 0.32 -0.32 -0.83
5 C 1.48 0.63 -0.81
6 H -1.46 -1.39 2.02
7 H 0.09 -0.53 1.46
8 H -2.66 0.47 0.72
9 H -0.10 -0.60 -1.78
10 H 0.62 -1.27 -0.32
11 H 1.74 0.89 0.23
12 H 1.17 1.53 -1.33
13 H 2.38 0.21 -1.27

Calculated values
Frontier orbital gap (Eh): 0.345
Net charge: 0
Relative energy (zero: lowest compared OMol25 entry of this formula, charge and spin) (kJ/mol): 254.9
2S+1: 1
Molar mass (g/mol): 72.11
Lowest unoccupied orbital energy (eV): 1.087

=====

19.
C4H8O | ωB97M-V with the def2-TZVPD basis set

CARTESIAN COORDINATES (ANGSTROEM)
1 C -0.19 0.78 1.73
2 C -0.25 0.90 0.43
3 C -1.54 1.04 -0.35
4 H 0.75 0.66 2.35
5 H -1.16 0.89 2.30
6 H 0.73 0.97 -0.22
7 H -1.78 2.05 -0.61
8 H -2.44 0.62 0.17
9 H -1.52 0.40 -1.30
10 C 1.79 -2.12 -1.19
11 O 2.17 -0.99 -1.41
12 H 2.46 -2.94 -1.40
13 H 0.99 -2.27 -0.50

Calculated values
Frontier orbital gap (Eh): 0.382
Net charge: 0
Relative energy (zero: lowest compared OMol25 entry of this formula, charge and spin) (kJ/mol): 207.8
2S+1: 1
Molar mass (g/mol): 72.11
Lowest unoccupied orbital energy (eV): 0.683

=====

20.
C4H8O | ωB97M-V with the def2-TZVPD basis set

CARTESIAN COORDINATES (ANGSTROEM)
1 C 0.57 1.61 0.57
2 C -0.65 1.16 0.83
3 C -1.96 1.82 0.55
4 H 1.45 1.25 1.08
5 H 0.70 2.39 -0.19
6 H -0.76 0.16 1.26
7 H -1.90 2.38 -0.38
8 H -2.85 1.20 0.52
9 H -2.18 2.60 1.28
10 C 1.88 -3.62 -1.42
11 O 0.95 -4.36 -1.27
12 H 2.85 -4.01 -1.79
13 H 1.90 -2.58 -1.04

Calculated values
Frontier orbital gap (Eh): 0.378
Net charge: 0
Relative energy (zero: lowest compared OMol25 entry of this formula, charge and spin) (kJ/mol): 202.8
2S+1: 1
Molar mass (g/mol): 72.11
Lowest unoccupied orbital energy (eV): 0.890